(1)
Density functional theory data (the ωB97M-V functional and the def2-TZVPD basis) for a 2-piece molecular cluster, C9H9N3O2 overall in a non-equilibrium geometry.

Geometry as ORCA input:
```
! RIJCOSX wB97M-V def2-TZVPD def2/J DEFGRID3
* xyz 0 1
O 2.317 2.492 -0.656
H -3.998 2.188 -0.851
H 3.164 2.133 1.681
C -4.411 -0.963 0.133
O 3.965 -1.439 -1.806
N 3.024 1.126 1.021
H -1.013 -0.613 -0.136
C 3.526 -0.101 1.532
H 4.290 -2.075 0.925
C 3.615 -1.186 0.626
C -4.679 0.330 -0.246
C -3.634 1.219 -0.552
C -2.035 -0.328 -0.056
H -5.682 0.550 -0.485
C 3.465 -0.911 -0.822
N 2.622 0.232 -1.129
C 2.590 1.275 -0.288
H 3.960 0.035 2.641
H -5.139 -1.792 0.285
N -2.350 0.968 -0.447
H -2.807 -2.302 0.459
C -3.033 -1.222 0.277
H 2.243 0.383 -2.106
*
```

Properties
**E_LUMO**: 0.06 eV
**Relative energy (zero: lowest compared OMol25 entry of this formula, charge and spin)**: 74.3 kcal/mol


(2)
Density functional theory data (the ωB97M-V functional and the def2-TZVPD basis) for a 8-piece molecular cluster, C23H57F7O9P overall.

Geometry as ORCA input:
```
! RIJCOSX wB97M-V def2-TZVPD def2/J DEFGRID3
* xyz -1 1
H 2.571 -6.302 -0.415
H 1.659 0.829 -2.225
H 7.124 0.918 -3.077
H 6.335 -2.761 -2.312
F -1.839 4.856 0.525
C 0.224 4.749 1.776
O -3.422 3.947 -2.898
H 4.392 -4.091 -2.605
H -4.902 5.597 2.036
H -0.084 -6.199 -1.930
C 2.526 0.798 -1.548
O -0.098 -3.006 -2.005
F -0.485 3.998 2.652
H -8.043 -0.238 7.095
C 9.239 1.105 -1.543
O 2.349 -5.077 -2.073
H 2.660 -1.338 -1.857
H 2.129 -4.284 -1.563
H -0.849 -0.389 -0.493
C 2.380 1.864 -0.458
H -3.599 3.920 -1.952
H -1.377 -1.748 0.510
H -4.916 5.308 -3.367
H -5.061 3.417 0.798
C 1.985 -6.230 -1.341
C -7.726 0.647 6.542
C -3.917 -7.660 0.910
C -3.824 5.200 -3.420
H -1.986 -6.822 2.470
O 1.115 -2.344 -0.271
O -5.911 1.568 5.192
P 0.548 2.293 -0.050
H -8.448 0.843 5.749
O -1.645 -7.104 1.615
H -7.738 1.497 7.230
C -0.813 5.583 0.964
H -2.046 -8.410 0.149
H -3.539 4.542 2.443
H 6.476 -1.907 -4.649
F 0.909 5.681 2.503
H 3.400 1.027 -2.172
H 0.512 3.158 -1.248
C -0.013 -2.309 -1.037
H -5.617 0.232 6.748
C 1.750 -1.073 0.055
C -3.160 6.374 -2.727
H -2.459 -9.007 1.758
H 8.225 -0.744 -1.093
H -4.532 -8.455 0.484
H 10.225 0.768 -1.220
H 0.980 -0.320 0.233
H 2.258 -7.080 -1.971
H -4.889 4.713 3.568
H -3.432 6.409 -1.669
H -3.546 5.168 -4.474
H 8.774 1.662 -0.728
O 7.058 0.325 -2.321
H -5.875 2.339 5.768
H -2.074 6.284 -2.782
F 1.949 4.755 0.235
C -1.131 -1.445 -0.510
C -2.486 -8.127 1.105
H 5.248 -1.389 -2.527
H -6.417 3.633 1.909
H -6.333 -0.391 5.262
H 2.249 -1.256 1.007
H 4.728 -2.144 -4.843
H -3.461 7.317 -3.188
H 0.044 1.150 -0.821
H 0.595 1.513 1.208
F 2.089 3.451 1.989
H 0.234 -5.408 -0.388
O -4.980 2.236 2.421
C 1.225 3.867 0.997
H 3.754 -0.730 -0.630
C 5.620 -2.506 -4.331
C 8.366 -0.071 -1.939
H 2.864 2.787 -0.792
H -3.945 -6.799 0.243
F -0.261 6.214 -0.070
H -5.188 2.261 3.364
C -4.620 4.654 2.509
H -0.822 2.672 0.275
C 2.739 -0.627 -1.029
H 5.791 -3.540 -4.644
C 5.427 -2.420 -2.827
H 0.234 -7.169 -0.471
H 2.897 1.539 0.456
C 0.503 -6.260 -1.013
F -1.337 6.521 1.769
O 4.301 -3.157 -2.386
C -5.330 3.484 1.853
C -6.342 0.448 5.956
H -1.995 -1.562 -1.164
H 9.374 1.788 -2.385
H -4.361 -7.364 1.864
H 8.843 -0.644 -2.743
*
```

Properties
**E_LUMO**: 2.17 eV


(3)
Density functional theory data (the ωB97M-V functional and the def2-TZVPD basis) for a 2-piece molecular cluster, C2H6N4O2 overall in a non-equilibrium geometry.

Geometry as ORCA input:
```
! RIJCOSX wB97M-V def2-TZVPD def2/J DEFGRID3
* xyz 0 1
C 0.622 0.376 0.041
N 0.442 -0.890 -0.181
H -2.915 -0.335 -1.851
H -0.425 -0.973 -0.759
H -0.501 -1.921 1.450
C -1.353 0.796 -1.312
N 0.013 1.239 -0.860
H 2.331 -1.074 1.440
N -1.941 -0.344 -1.555
N 1.153 0.778 1.271
O 2.465 0.264 1.572
O 0.449 -1.599 1.016
H -1.546 1.840 -1.584
H 1.206 1.844 1.313
*
```

Properties
**E_LUMO**: 0.05 eV
**Relative energy (zero: lowest compared OMol25 entry of this formula, charge and spin)**: 174.9 kcal/mol


(4)
Density functional theory data (the ωB97M-V functional and the def2-TZVPD basis) for a 5-piece molecular cluster, CH14N3O4 overall in a non-equilibrium geometry.

Geometry as ORCA input:
```
! RIJCOSX wB97M-V def2-TZVPD def2/J DEFGRID3
* xyz 1 1
N -0.443 0.470 1.204
H -0.469 -3.163 -1.664
C -0.770 0.533 -0.107
H -0.617 -0.409 1.666
O 2.515 2.213 -0.518
H 0.476 0.808 1.452
N -1.990 0.067 -0.414
N -0.083 1.273 -0.943
H 3.475 -0.220 0.679
H 0.874 1.557 -0.750
H 2.762 -0.324 -0.792
O -0.824 -2.330 -1.994
H -2.421 -0.789 3.507
H -0.461 1.758 -1.740
O -2.251 -0.995 2.579
H -2.831 -1.755 2.445
H 3.196 2.557 -1.102
O 2.763 -0.544 0.134
H -2.540 -0.409 0.277
H -2.013 -0.258 -1.371
H -0.994 -2.603 -2.899
H 2.642 2.561 0.348
*
```

Properties
**E_LUMO**: -2.61 eV
**Relative energy (zero: lowest compared OMol25 entry of this formula, charge and spin)**: 21.5 kcal/mol


(5)
Density functional theory data (the ωB97M-V functional and the def2-TZVPD basis) for one molecule with the formula C2H3NOS in a non-equilibrium geometry.

Geometry as ORCA input:
```
! RIJCOSX wB97M-V def2-TZVPD def2/J DEFGRID3
* xyz 0 1
H -0.184 -0.703 0.764
H -1.691 1.644 -0.934
N -2.733 0.249 2.098
C -0.574 0.263 0.711
O 0.183 1.361 1.069
S -1.233 0.339 -1.057
C -1.754 0.308 1.512
H 1.002 1.675 0.568
*
```

Properties
**E_LUMO**: 0.34 eV
**Relative energy (zero: lowest compared OMol25 entry of this formula, charge and spin)**: 27.1 kcal/mol


(6)
Density functional theory data (the ωB97M-V functional and the def2-TZVPD basis) for one molecule with the formula C18H24O4 in a non-equilibrium geometry.

Geometry as ORCA input:
```
! RIJCOSX wB97M-V def2-TZVPD def2/J DEFGRID3
* xyz 0 1
C 2.578 -0.103 1.469
C 1.172 3.530 -0.775
C 0.198 3.331 0.565
C -1.052 -2.608 -2.554
H 2.220 3.631 -0.412
H 0.236 5.379 1.289
C -0.678 1.688 1.918
H 0.004 -0.709 2.251
H -1.360 1.128 4.017
H 3.613 0.085 3.349
C 0.530 4.412 1.614
H -3.182 -4.426 -2.731
H 1.704 -0.097 4.734
C 2.035 -1.461 -0.727
H 0.237 4.250 2.651
O 2.500 1.781 2.883
C -4.716 -2.246 -4.402
H -5.427 -1.462 -4.634
C 1.720 -0.436 3.725
C -0.496 1.189 3.388
H -0.847 3.431 0.294
H 2.689 -2.144 -1.307
H 1.191 2.584 -1.319
C 2.697 0.383 2.894
H -0.757 -4.268 -3.543
C -3.876 -3.062 -4.102
H 0.172 1.904 3.950
C 0.245 -2.191 -2.334
O -1.109 -2.883 -4.914
O -1.897 1.832 1.579
C -2.910 -4.074 -3.699
H -1.900 -2.297 -1.991
O 0.414 2.143 1.223
H 1.085 -2.440 -3.077
C 0.708 -1.358 -1.124
H 1.666 1.927 2.378
H -0.385 -0.948 3.914
C 0.200 -0.279 3.278
H 1.587 4.519 1.585
H -1.958 -2.820 -5.405
H -3.031 -4.939 -4.351
H 2.160 -1.405 3.703
H 1.063 4.476 -1.405
C -1.425 -3.500 -3.657
C 2.342 -0.680 0.421
H 0.041 -0.769 -0.610
*
```

Properties
**E_LUMO**: 0.33 eV
**Relative energy (zero: lowest compared OMol25 entry of this formula, charge and spin)**: 195.4 kcal/mol


(7)
Density functional theory data (the ωB97M-V functional and the def2-TZVPD basis) for one molecule with the formula C2H6N2 in a non-equilibrium geometry.

Geometry as ORCA input:
```
! RIJCOSX wB97M-V def2-TZVPD def2/J DEFGRID3
* xyz 0 1
N 0.024 0.516 0.567
H 0.607 0.541 1.380
H -1.856 0.110 1.399
H -1.771 0.097 -0.422
C -1.275 -0.176 0.501
N 1.875 -0.367 -0.577
H 2.201 -0.505 -1.527
H 0.433 0.689 -1.532
C 0.797 0.300 -0.562
H -1.036 -1.205 0.774
*
```

Properties
**E_LUMO**: 1.15 eV
**Relative energy (zero: lowest compared OMol25 entry of this formula, charge and spin)**: 33.4 kcal/mol


(8)
Density functional theory data (the ωB97M-V functional and the def2-TZVPD basis) for C5H9ErO5 as an isolated structure in a non-equilibrium geometry.

Geometry as ORCA input:
```
! RIJCOSX wB97M-V def2-TZVPD def2/J DEFGRID3
* xyz 1 5
H -2.121 -2.720 -2.292
H -1.885 -0.519 1.974
H 1.269 1.019 -0.031
Er 0.803 -2.365 -1.762
H -3.437 -1.587 -2.611
C -0.525 0.060 0.693
O -0.950 -0.687 1.766
H -2.720 -1.430 -0.233
C 0.984 0.275 0.726
C 0.954 1.991 2.363
O -0.757 -0.908 -0.648
H -2.505 0.091 -1.106
O 1.386 0.718 1.999
C -2.372 -1.649 -2.351
O -0.286 2.168 2.216
O 1.850 2.827 2.485
H -1.808 -1.168 -3.163
H -1.143 0.912 0.380
C -2.142 -0.946 -1.035
H 1.493 -0.684 0.545
*
```

Properties
**E_LUMO (alpha / beta)**: -3.75 / -7.13 eV


| no. | E_tot (Eh) |
| --- | --- |
| 1 | -663.05086 |
| 2 | -2627.98873 |
| 3 | -449.04244 |
| 4 | -511.53967 |
| 5 | -606.14413 |
| 6 | -1000.97056 |
| 7 | -189.27630 |
| 8 | -1586.73051 |